Record 1
{"formula": "H3N2O2P", "method": "ωB97M-V with the def2-TZVPD basis set", "elements": ["N", "N", "O", "O", "P", "H", "H", "H"], "xyz": [[-1.050, 0.902, -0.933], [1.180, -1.454, 1.153], [0.293, -1.281, 1.959], [1.640, -2.393, 0.562], [0.556, 0.740, -0.962], [-1.654, 0.219, -1.343], [-1.481, 1.324, -0.204], [0.517, 1.943, -0.232]], "homo_energy_ev": [-9.813, -7.264], "homo_lumo_gap_ev": [9.53, 5.97], "max_force_ev_per_a": 3.482, "multiplicity": 1}



Record 2
{"formula": "C5H6O", "method": "ωB97M-V with the def2-TZVPD basis set", "elements": ["C", "C", "C", "C", "C", "O", "H", "H", "H", "H", "H", "H"], "xyz": [[2.481, 0.415, -0.429], [1.617, -0.326, -0.021], [0.417, -1.059, 0.449], [-0.751, -0.426, -0.263], [-1.520, 0.419, 0.402], [-2.111, 1.492, -0.166], [3.297, 1.001, -0.808], [0.185, -2.071, 0.141], [0.350, -0.956, 1.541], [-0.708, -0.466, -1.354], [-1.670, 0.332, 1.476], [-1.586, 1.645, -0.966]], "homo_energy_ev": -8.773, "homo_lumo_gap_ev": 9.77, "max_force_ev_per_a": 1.990, "multiplicity": 1, "smiles": "C#CC/C=C/O"}



Record 3
{"formula": "C4H12NS", "method": "ωB97M-V with the def2-TZVPD basis set", "elements": ["C", "S", "N", "C", "C", "C", "H", "H", "H", "H", "H", "H", "H", "H", "H", "H", "H", "H"], "xyz": [[2.502, -0.400, 0.170], [1.208, 1.108, -0.074], [-0.439, 0.340, -0.095], [-0.604, -0.545, 1.127], [-1.442, 1.447, -0.083], [-0.636, -0.532, -1.248], [3.488, -0.026, -0.168], [2.253, -1.261, -0.389], [2.640, -0.687, 1.214], [0.001, -1.446, 0.863], [-0.074, -0.055, 1.968], [-1.692, -0.685, 1.299], [-1.047, 2.159, -0.817], [-2.376, 0.998, -0.408], [-1.472, 1.868, 0.905], [-0.550, 0.058, -2.030], [-0.075, -1.403, -0.968], [-1.686, -0.938, -1.267]], "homo_energy_ev": -14.186, "homo_lumo_gap_ev": 10.72, "max_force_ev_per_a": 5.090, "multiplicity": 1, "total_charge": 1, "smiles": "CS[N+](C)(C)C"}